{
  "formula": "C6H10BrO7S2",
  "method": "the ωB97M-V functional and the def2-TZVPD basis",
  "symbols": ["C", "C", "Br", "C", "C", "S", "C", "O", "S", "O", "O", "O", "H", "H", "H", "H", "H", "H", "H", "H", "H", "C", "O", "O", "O", "H"],
  "positions_angstrom": [[-0.056, 0.594, 2.078], [-1.255, 1.064, 1.198], [-2.576, -0.399, 1.141], [-0.887, 1.606, -0.204], [0.168, 0.793, -1.007], [1.975, 0.993, -0.559], [0.113, 1.539, -2.424], [0.683, 0.688, -3.416], [0.171, -0.834, -2.948], [-1.038, -1.075, -3.763], [1.326, -1.702, -3.232], [-0.127, -0.563, -1.340], [0.790, 1.298, 1.981], [0.242, -0.411, 1.731], [-0.393, 0.575, 3.121], [-1.740, 1.895, 1.739], [-1.798, 1.605, -0.831], [-0.562, 2.659, -0.160], [2.042, 2.134, 0.189], [-0.866, 1.964, -2.702], [0.836, 2.354, -2.273], [0.727, -2.964, 2.378], [-0.471, -2.673, 2.075], [0.961, -4.336, 2.415], [1.684, -2.215, 2.636], [0.051, -4.590, 2.176]],
  "atomic_forces_ev_per_a": [[-0.641, 0.088, -0.935], [0.734, 0.764, 0.848], [0.175, 0.592, -0.234], [-0.455, -1.741, 0.355], [-0.130, 2.761, -2.071], [0.282, -0.717, 0.554], [1.137, 1.260, 0.702], [-1.205, -1.423, 2.049], [0.961, -1.205, -4.233], [1.933, 0.362, 2.822], [-2.562, 1.657, 1.623], [0.402, -0.001, -1.176], [-0.364, -0.254, 0.104], [0.145, 0.345, 0.614], [0.218, -0.300, -0.288], [-0.150, -0.439, -0.369], [0.280, -0.061, 0.343], [0.238, -0.476, 0.141], [-0.722, -0.522, -0.358], [0.140, -0.692, -0.028], [-0.517, -0.022, -0.466], [-0.128, 1.255, -0.003], [0.681, -0.087, 0.142], [-0.531, -0.243, -0.117], [-0.342, -0.411, -0.107], [0.421, -0.490, 0.088]],
  "lowdin_charge": [-0.15, -0.71, 0.69, -0.21, -0.70, 0.84, -0.26, -0.20, 0.74, -0.27, -0.26, -0.18, 0.05, 0.04, 0.08, 0.08, 0.11, 0.13, -0.11, 0.13, 0.10, -0.83, -0.14, 0.00, -0.06, 0.08],
  "gap_ha": 0.2483,
  "e_tot_ev": -112429.687,
  "charge": -1
}